# 1
The following is a DFT calculation (ωB97M-V/def2-TZVPD) of a molecular structure, C15H18BrClINO2PPbS6.

Computed properties:
energy relative to the best compared isomer or geometry (same formula, charge and spin): 21.33 kJ/mol
expectation value of S²: 0.763
charge: -2
frontier orbital gap (alpha / beta): 3.22 / 5.51 eV
energy: -191651.732 eV
2S+1: 2

CARTESIAN COORDINATES (ANGSTROEM)
Pb  0.5469  -2.2739  1.8106
I  -2.8918  0.8804  0.7374
Br  -5.5428  2.8274  -0.6562
Cl  -1.1124  -2.2106  -3.9191
S  -0.1895  -4.3957  3.3800
S  -1.0144  -3.4350  5.0161
S  -2.2772  -2.0524  4.2049
S  -0.9962  -0.6724  3.3461
S  1.4763  0.6264  0.1808
S  3.5024  -0.9934  2.4250
P  3.0112  0.6370  1.4311
O  4.3571  1.1462  0.6848
O  2.8371  1.8870  2.4537
N  -0.8580  -3.1866  -0.0421
C  4.3084  2.2865  -0.1687
C  4.6888  1.8833  -1.5784
C  1.6934  1.6901  4.5810
C  -1.9445  -4.3444  -2.4237
C  -4.1173  2.6627  -3.0792
C  -2.0285  1.5454  -3.4412
C  -1.5102  -4.4011  -0.0333
C  -1.2896  -3.0919  -2.4076
C  -0.7836  -2.5480  -1.2677
C  -2.0389  -4.9825  -1.1477
C  -3.0852  2.2945  -3.9278
C  -3.0363  1.5237  -1.2457
C  -2.0052  1.1672  -2.1098
C  1.6022  2.1279  3.1318
C  -4.0917  2.2770  -1.7462
H  3.9049  1.2603  -2.0111
H  5.0079  3.0264  0.2309
H  -4.9512  3.2480  -3.4441
H  -3.1122  2.5916  -4.9689
H  2.5891  2.1052  5.0491
H  -1.5865  -4.8798  0.9363
H  0.8079  2.0384  5.1201
H  -2.3384  -4.7725  -3.3339
H  3.3061  2.7190  -0.1658
H  -2.5383  -5.9418  -1.0586
H  -0.2687  -1.5932  -1.2819
H  0.7874  1.6047  2.6269
H  5.6222  1.3170  -1.5726
H  -1.1764  0.5846  -1.7282
H  4.8203  2.7768  -2.1975
H  -1.2233  1.2383  -4.0957
H  1.7282  0.6024  4.6494
H  1.4102  3.2000  3.0566

# 2
The following is a DFT calculation (ωB97M-V/def2-TZVPD) of a molecular structure, C15H18ClNPd.

Computed properties:
expectation value of S²: 6.032
charge: +4
frontier orbital gap (alpha / beta): 8.58 / 4.50 eV
energy: -33284.393 eV
2S+1: 5

CARTESIAN COORDINATES (ANGSTROEM)
Pd  0.3979  -0.3420  1.1580
Cl  -0.6007  -1.1652  6.5607
N  0.8919  -0.1532  3.0580
C  2.2163  -0.0583  3.2933
C  0.5339  0.5453  -0.6495
C  -0.8037  0.5145  -1.1097
C  -3.4907  0.9326  -1.7752
C  -0.0292  0.3977  -3.3554
C  2.8244  -0.3891  4.5326
C  0.5385  -0.9801  5.2642
C  1.9436  -0.9576  5.5216
C  -3.0196  -1.0174  -3.3002
C  0.1162  -0.7070  4.0077
C  1.6090  0.4324  -1.5871
C  1.2545  0.2675  -2.9099
C  -1.1217  0.4154  -2.4582
C  3.0146  0.3049  -1.1344
C  -2.5902  0.4116  -2.8839
H  -2.3543  -1.7692  -2.9084
H  -0.2208  0.3072  -4.4575
H  -3.2029  1.9503  -1.3918
H  3.6050  -0.3684  -1.7181
H  3.9046  -0.2503  4.5755
H  2.3560  -1.2217  6.5015
H  0.8028  1.1887  0.2833
H  3.6132  1.1947  -1.2413
H  -2.6266  1.1490  -3.7771
H  -4.5230  0.9978  -2.1087
H  -1.5561  0.7200  -0.3332
H  -3.0589  -1.1925  -4.3772
H  -0.9292  -0.8821  3.6391
H  2.0861  0.1557  -3.6505
H  -3.4887  0.3947  -0.8161
H  -4.0099  -1.2588  -2.8557
H  3.0994  0.0770  -0.0954
H  2.8180  0.3560  2.4986

# 3
The following is a DFT calculation (ωB97M-V/def2-TZVPD) of a molecular structure, C15H18FeNO6P.

Computed properties:
expectation value of S²: 6.069
charge: 0
frontier orbital gap (alpha / beta): 5.93 / 7.23 eV
energy: -73293.405 eV
2S+1: 5

CARTESIAN COORDINATES (ANGSTROEM)
Fe  2.1035  3.6965  -0.8837
P  -0.6679  -1.8632  -0.1640
O  4.9096  3.1188  -1.5603
O  -0.5110  -2.0637  -1.6179
O  -2.0215  -1.2099  0.3888
O  2.6358  6.3055  -2.0446
O  -0.6089  -3.2449  0.7207
O  1.6502  2.8461  -3.6174
N  2.9127  -1.7751  0.9248
C  -3.2704  -2.0478  0.5472
C  1.8554  -1.2924  0.7565
C  1.8952  1.8639  0.7361
C  -4.4065  -1.0837  0.7225
C  -0.7201  -5.7276  0.7159
C  2.3165  5.3828  -1.4025
C  1.7916  3.2364  -2.5324
C  -0.2698  1.8302  -0.4050
C  0.8771  0.9013  0.0395
C  0.0117  -4.4918  0.2299
C  3.8635  3.3111  -1.0843
C  0.7091  3.9812  0.5436
C  0.5968  -0.4927  0.6131
C  0.0984  3.2968  -0.5479
C  1.6969  3.1758  1.1773
H  -3.3716  -2.6523  -0.3649
H  2.8722  1.4488  1.0030
H  1.0398  -4.4873  0.6087
H  -0.8371  -5.7537  1.8066
H  -1.7050  -5.8442  0.2410
H  -1.1484  1.7662  0.2420
H  -4.2821  -0.4716  1.6213
H  0.0478  -0.3638  1.5579
H  1.3980  0.5920  -0.8808
H  0.4075  4.9775  0.8778
H  -5.3276  -1.6556  0.8306
H  -0.1211  -6.6020  0.4300
H  -4.5047  -0.4331  -0.1518
H  2.2903  3.6363  1.9705
H  0.0207  -4.4769  -0.8687
H  -3.1297  -2.6902  1.4254
H  -0.5788  1.4602  -1.3767
H  -0.5181  3.8964  -1.2280

# 4
The following is a DFT calculation (ωB97M-V/def2-TZVPD) of a single C15H18N2O2S molecule.

Computed properties:
energy relative to the best compared isomer or geometry (same formula, charge and spin): 236.60 kJ/mol
SMILES: C=CCN(CC=C)C(=S)NC(=O)c1ccc(OC)cc1
charge: 0
frontier orbital gap: 8.54 eV
energy: -33756.382 eV

CARTESIAN COORDINATES (ANGSTROEM)
S  2.8446  1.3914  1.5662
O  -0.1637  -2.3884  -5.4816
O  0.2277  -1.8476  0.8010
N  0.9286  0.2465  0.2250
N  0.5604  0.4961  2.5389
C  -0.3376  -1.4333  -6.5021
C  0.1519  -2.9678  -3.2437
C  1.3589  0.6716  1.4834
C  0.3055  -2.6411  -1.9182
C  0.5909  3.1379  3.7359
C  0.9771  2.0754  4.4138
C  -2.6585  1.7975  2.7919
C  1.1007  0.6814  3.8671
C  0.3085  -1.3061  -1.5071
C  0.4713  -1.0314  -0.0615
C  -0.0208  -1.9651  -4.2039
C  0.1243  -0.3116  -2.4622
C  -0.0424  -0.6328  -3.7964
C  -1.7259  1.0057  3.2861
C  -0.8454  0.1417  2.4318
H  1.4420  0.7028  -0.5195
H  -3.2958  2.3898  3.4256
H  -0.1912  0.1624  -4.5097
H  0.3067  3.0846  2.6988
H  0.0789  0.7288  -2.1737
H  0.6068  -0.0290  4.5377
H  -2.8283  1.8844  1.7309
H  -1.2524  -0.8507  -6.3550
H  0.4327  -3.4087  -1.1704
H  2.1677  0.4278  3.8347
H  0.1582  -3.9946  -3.5727
H  -1.5833  0.9354  4.3545
H  -0.4193  -2.0028  -7.4262
H  1.2727  2.1582  5.4511
H  0.5499  4.1123  4.1901
H  0.5200  -0.7568  -6.5691
H  -1.1520  0.2470  1.3905
H  -0.9695  -0.9111  2.7182

# 5
The following is a DFT calculation (ωB97M-V/def2-TZVPD) of a single C15H18N2O3 molecule.

Computed properties:
energy relative to the best compared isomer or geometry (same formula, charge and spin): 534.54 kJ/mol
SMILES: c1cc(-c2cc([C@H]3COC4(CCCCC4)O3)[nH]n2)co1
charge: 0
frontier orbital gap: 9.23 eV
energy: -24965.843 eV

CARTESIAN COORDINATES (ANGSTROEM)
O  5.1290  3.4790  -1.7698
O  -1.0190  -2.2385  -0.7225
O  -1.0864  -0.1284  0.2943
N  0.6275  3.3113  -0.9636
N  -0.3729  2.3815  -1.1334
C  -0.8048  0.0074  -1.1082
C  1.4468  1.2368  -1.5989
C  -1.5048  -1.5162  0.4696
C  4.0993  2.6976  -2.0239
C  3.2444  4.6434  -1.2300
C  -0.1753  -1.3601  -1.4644
C  -2.3439  -3.1718  2.8124
C  -0.6563  -1.5690  1.7823
C  4.6326  4.7309  -1.3945
C  -3.0869  -1.7009  0.7952
C  1.6954  2.7006  -1.4534
C  -0.8813  -2.9358  2.4958
C  3.0116  3.2679  -1.6376
C  -3.2772  -3.0901  1.6028
C  0.1409  1.1367  -1.2555
H  5.2976  5.6492  -1.1864
H  -0.9398  -0.6877  2.3384
H  0.4531  -1.4123  1.5729
H  -3.6388  -1.8331  -0.1014
H  -2.5931  -4.0958  3.3786
H  -0.4167  -3.7069  1.8432
H  -1.6744  0.1429  -1.6777
H  2.6774  5.5059  -1.0109
H  -4.3431  -3.2567  1.6965
H  -2.5738  -2.3123  3.4887
H  0.9176  -1.4493  -1.0763
H  4.0932  1.7097  -2.3603
H  -3.4456  -0.8823  1.4039
H  -2.9970  -3.8199  0.8017
H  -1.3226  2.4922  -0.7033
H  2.2182  0.5331  -1.7512
H  -0.1343  -1.4528  -2.5763
H  -0.3966  -3.0063  3.4232